A structure of composition C40H48N8O2RuS in a non-equilibrium geometry, computed with wB97M-V/def2-TZVPD.

Atoms and positions in Å:
1 Ru 0.27009 0.02744 -1.26198
2 N 4.47799 0.73473 -0.30615
3 C 3.26422 0.66069 -0.88316
4 O 2.69853 -0.41895 -1.04619
5 C 2.62212 1.94930 -1.30678
6 C 1.38338 1.66841 -2.13844
7 H 4.92479 -0.10993 0.00983
8 H 4.97809 1.60253 -0.23560
9 H 3.36231 2.53928 -1.86023
10 H 2.37476 2.51208 -0.40135
11 H 1.66943 1.39138 -3.14457
12 H 0.72387 2.53207 -2.16491
13 C -1.43534 -2.97600 -1.61242
14 N -1.48419 -1.51535 -1.63577
15 C -2.48948 -0.94333 -2.17036
16 C -2.54010 0.47045 -2.21710
17 C -3.52201 1.32881 -2.70582
18 C -3.03669 2.62693 -2.51717
19 C -1.77924 2.49784 -1.92689
20 N -1.47820 1.20053 -1.73378
21 C -2.40411 -3.60080 -0.62801
22 C -2.64085 -3.01867 0.61441
23 C -3.48905 -3.62247 1.53051
24 C -4.13544 -4.80827 1.20491
25 C -3.93646 -5.37261 -0.04540
26 C -3.07271 -4.77463 -0.95427
27 H -0.41716 -3.26566 -1.35156
28 H -1.64373 -3.37504 -2.60986
29 H -3.30514 -1.51691 -2.61738
30 H -4.47087 1.03537 -3.12851
31 H -3.52912 3.55249 -2.76949
32 H -1.09658 3.28829 -1.64873
33 H -2.16953 -2.07464 0.84906
34 H -3.64802 -3.16453 2.49941
35 H -4.79962 -5.27939 1.91743
36 H -4.45677 -6.28221 -0.31689
37 H -2.91921 -5.22758 -1.92735
38 N -1.05300 -2.92473 9.06816
39 C -0.82848 -2.86067 7.94352
40 C -0.53182 -2.76165 6.53971
41 C 0.04374 -3.83084 5.86068
42 C 0.36105 -3.71525 4.52000
43 C 0.11800 -2.52679 3.84506
44 C -0.46659 -1.45973 4.52007
45 C -0.79693 -1.57792 5.85604
46 N 0.47735 -2.39191 2.47797
47 C 1.32697 -3.20585 1.75055
48 C 1.40267 -2.66263 0.51083
49 N 0.61145 -1.53693 0.45347
50 C 0.07758 -1.40484 1.63971
51 H 0.24174 -4.75434 6.38701
52 H 0.79506 -4.56133 4.00677
53 H -0.65350 -0.52183 4.01556
54 H -1.25381 -0.74863 6.37825
55 H 1.80767 -4.07053 2.16860
56 H 1.96865 -2.99671 -0.34155
57 H -0.61148 -0.62979 1.91846
58 C -1.79834 -0.02037 -6.05240
59 C -0.92386 0.96057 -5.28739
60 N 0.50991 0.71152 -5.47297
61 C 1.24463 -0.13169 -4.74994
62 S 0.52301 -1.15379 -3.57019
63 N 2.55755 -0.16658 -5.00057
64 C 3.51448 -1.04106 -4.32139
65 C 3.62664 -2.40885 -4.97901
66 H -2.84806 0.22600 -5.89191
67 H -1.61935 -1.03562 -5.69836
68 H -1.59265 0.01928 -7.12344
69 H -1.13650 0.90200 -4.22353
70 H -1.11569 1.98161 -5.61531
71 H 0.95609 1.18307 -6.24614
72 H 2.89560 0.32646 -5.81431
73 H 3.18917 -1.14525 -3.28914
74 H 4.47719 -0.52871 -4.33029
75 H 2.66901 -2.92655 -4.92550
76 H 4.37570 -3.00853 -4.46150
77 H 3.91911 -2.32026 -6.02646
78 C 1.48803 6.10428 4.89387
79 C 1.01300 5.06941 3.91674
80 C 1.69910 3.87343 3.73928
81 C 1.28593 2.92046 2.82226
82 C 2.08044 1.64603 2.70954
83 C 0.13811 3.18301 2.03932
84 C -0.32535 2.27088 1.01429
85 O 0.23331 1.23108 0.67552
86 C -0.59941 4.37502 2.24344
87 C -1.87144 4.67777 1.48674
88 C -0.14045 5.29274 3.16779
89 H 2.35020 5.75432 5.45781
90 H 0.69357 6.36379 5.59473
91 H 1.76341 7.01979 4.36754
92 H 2.58286 3.67852 4.33595
93 H 2.82738 1.60307 3.50076
94 H 2.58916 1.57915 1.74638
95 H 1.44455 0.76407 2.77916
96 H -1.25931 2.54240 0.50886
97 H -1.69928 4.73668 0.41103
98 H -2.27962 5.63314 1.80882
99 H -2.63132 3.91536 1.66259
100 H -0.69278 6.21358 3.31901

Results
2S+1 = 2
ΔE to the lowest compared entry with this formula, charge and spin = 0.0 kJ/mol
charge = +1
⟨S²⟩ = 0.76